The following is a quantum chemistry calculation of 8 unconnected molecules or ions with the total composition C43H108BF4N7O6, from OMol25.

```
169
Properties=species:S:1:pos:R:3:forces:R:3:lowdin_charge:R:1
C -28.436 1.084 -4.269 0.3246 1.2507 0.3929 -0.009
C -29.013 0.326 -3.055 0.8186 -2.1651 -0.2925 -0.384
C -28.134 -0.904 -2.682 -0.6566 -0.4095 0.0945 -0.130
C -26.788 -0.709 -1.998 -0.7783 1.7098 -0.5951 -0.146
C -26.867 0.331 -0.830 -0.4613 -1.7380 0.7155 -0.081
C -27.884 1.544 -0.832 1.4894 -1.7436 -0.1745 -0.420
N -29.057 1.209 -1.755 -5.7341 6.6580 -2.4308 0.157
O -30.062 2.129 -1.781 6.0756 -6.1242 0.6513 0.202
C -27.157 2.660 -1.548 0.0912 1.5655 -0.6711 -0.010
C -28.401 1.878 0.557 -1.3560 -0.1783 0.6359 0.004
C -30.406 -0.191 -3.478 -0.5289 0.9662 0.7141 -0.003
H -29.076 1.935 -4.502 0.0968 0.3154 0.1991 0.086
H -28.388 0.529 -5.206 -0.3628 -0.8603 0.4734 0.089
H -27.405 1.407 -4.125 -0.0803 0.1429 0.1573 0.067
H -27.990 -1.484 -3.593 -0.0497 0.1654 -0.1924 0.110
H -28.780 -1.538 -2.074 0.0467 -0.0765 0.3054 0.134
H -26.078 -0.333 -2.735 0.1203 0.0278 -0.1701 0.084
H -26.428 -1.692 -1.695 0.0161 0.2065 0.4695 0.119
H -25.834 0.642 -0.675 -0.2746 0.6645 0.1978 0.113
H -27.126 -0.251 0.055 0.0195 0.0067 0.1649 0.125
H -26.319 2.995 -0.937 -0.1639 -0.1675 0.3097 0.106
H -27.790 3.528 -1.730 -0.1484 0.0313 0.1877 0.108
H -26.723 2.395 -2.512 -0.1008 -0.3847 0.0873 0.071
H -29.092 2.720 0.565 0.0918 0.0636 -0.2613 0.103
H -27.743 2.037 1.411 1.0143 0.2122 -0.7851 0.119
H -28.960 1.034 0.962 -0.3150 -0.2377 -0.3645 0.108
H -30.959 -0.620 -2.642 -0.0073 0.0872 0.0409 0.110
H -30.405 -0.946 -4.266 0.7636 -0.0586 0.1289 0.105
H -30.978 0.636 -3.898 -0.1748 0.0407 0.2457 0.090
C -21.737 -1.980 -2.988 -1.1631 -0.2353 -0.6372 -0.069
C -23.115 -2.679 -2.622 1.3198 0.8056 -0.7028 -0.156
C -24.004 -2.813 -3.881 0.1435 -1.7422 1.0827 -0.127
N -23.755 -4.045 -4.763 0.0845 -0.1758 -0.7390 -0.201
C -23.696 -5.382 -3.950 -0.9795 0.3686 0.4556 -0.060
C -25.072 -5.666 -3.297 0.6266 0.6274 -0.1187 -0.154
C -26.253 -5.695 -4.240 -0.5962 -0.0775 0.0651 -0.174
C -26.393 -4.395 -5.066 1.9893 -0.4418 -0.3392 -0.128
C -24.971 -4.146 -5.773 -0.8286 0.0936 1.0958 -0.058
C -22.443 -3.842 -5.581 -1.9054 -1.1495 0.9242 0.041
H -21.977 -1.225 -3.736 -0.0351 0.7946 0.3597 0.046
H -21.065 -2.584 -3.597 0.0718 -0.6055 0.6382 0.059
H -21.186 -1.567 -2.143 -0.1983 -0.0932 -0.0528 0.077
H -23.731 -2.029 -2.000 0.3288 0.2559 0.2464 0.102
H -22.879 -3.545 -2.005 -0.5274 -0.2970 -0.3543 0.115
H -23.876 -1.895 -4.456 -0.2223 -0.3465 -0.3846 0.103
H -25.044 -2.962 -3.590 0.1901 0.5040 0.0823 0.096
H -22.918 -5.319 -3.189 -0.0211 0.3793 -0.1314 0.125
H -23.418 -6.238 -4.564 -0.0079 0.4352 -0.6937 0.146
H -25.306 -4.888 -2.570 0.3202 -0.0272 0.3798 0.113
H -25.014 -6.614 -2.761 0.1652 0.0593 0.0289 0.143
H -27.106 -5.885 -3.589 -0.3153 0.3129 -0.1899 0.128
H -26.225 -6.598 -4.850 0.1544 0.2008 -0.4894 0.131
H -26.685 -3.507 -4.505 0.0592 -0.1611 0.2931 0.083
H -27.141 -4.479 -5.854 0.1239 -0.2589 -0.1237 0.111
H -24.978 -3.215 -6.339 0.1747 0.0226 0.0936 0.093
H -24.812 -4.992 -6.442 0.4298 -0.0154 0.1475 0.134
H -21.596 -4.150 -4.968 -0.1131 0.1928 -0.0534 0.105
H -22.424 -2.791 -5.868 0.1088 -0.2748 -0.2044 0.078
H -22.602 -4.571 -6.375 0.5936 0.4035 -0.3937 0.105
C -22.000 -1.549 -8.662 1.0564 1.8895 0.0306 -0.011
N -21.004 -1.583 -9.808 -0.1762 -1.2950 0.7513 -0.323
C -19.586 -1.233 -9.289 -1.1696 0.3931 -1.8364 0.062
C -20.985 -3.050 -10.220 0.7422 0.0530 -0.3286 0.016
C -21.458 -0.694 -11.014 0.4892 -0.6849 0.4297 -0.051
C -20.532 -0.658 -12.268 -1.1127 0.6473 1.2348 -0.239
O -20.261 -1.929 -12.723 0.3158 -0.4060 -0.0845 -0.023
H -21.903 -0.529 -8.291 -0.1532 0.0672 0.3457 0.075
H -21.631 -2.212 -7.879 -0.2973 -0.1212 -0.2997 0.088
H -23.061 -1.649 -8.891 0.3139 -0.6031 -0.4783 0.089
H -19.553 -0.182 -9.002 -0.1273 -0.0773 0.0615 0.096
H -19.083 -1.350 -10.249 0.9827 -0.0224 0.5831 0.106
H -19.213 -1.878 -8.494 -0.3524 -0.1836 -0.2801 0.122
H -20.134 -3.255 -10.870 -0.4494 0.3286 -0.4499 0.111
H -21.950 -3.240 -10.690 0.2885 -0.3502 0.0118 0.117
H -20.764 -3.691 -9.367 -0.5569 0.2847 0.3266 0.112
H -21.613 0.309 -10.618 0.1371 0.0343 0.0117 0.123
H -22.430 -1.116 -11.272 0.0530 -0.0393 -0.1036 0.112
H -19.641 -0.065 -12.065 0.1776 0.0757 0.0409 0.131
H -21.121 -0.161 -13.038 -0.1241 0.6391 0.1961 0.142
H -19.945 -1.752 -13.612 0.3266 -0.8417 -0.5050 0.129
C -28.220 4.616 -9.564 0.7174 0.0177 1.7153 0.055
N -27.794 4.076 -8.188 1.6367 -1.0075 -1.0538 -0.312
C -26.327 3.618 -8.389 -1.2306 -0.3198 0.6592 -0.006
C -27.836 5.190 -7.142 -0.9469 -1.2962 0.1605 0.038
C -28.628 2.779 -7.885 -0.9234 1.2185 0.5260 -0.069
C -30.092 2.958 -7.465 -0.8563 0.9464 -0.3024 -0.228
O -30.270 3.774 -6.326 1.0148 -0.3277 0.2428 -0.052
H -27.487 5.415 -9.674 -0.7585 0.4801 -0.5640 0.115
H -29.263 4.899 -9.422 0.1997 0.2955 -0.7089 0.122
H -28.014 3.860 -10.321 -0.4219 0.0137 0.1075 0.108
H -25.674 4.432 -8.705 -0.3834 0.1895 0.0753 0.107
H -26.328 2.833 -9.146 0.0039 0.0751 0.0568 0.086
H -26.014 3.188 -7.438 0.1273 0.0187 -0.0734 0.079
H -27.113 5.998 -7.253 -0.1344 -0.1710 -0.8831 0.118
H -27.610 4.727 -6.181 -0.3047 -0.0886 0.0108 0.104
H -28.883 5.490 -7.180 0.3299 0.5317 0.4508 0.108
H -28.153 2.173 -7.113 0.5871 0.1748 -0.3153 0.112
H -28.753 2.292 -8.853 0.6887 -0.2676 0.1076 0.115
H -30.536 1.971 -7.338 0.3828 -0.4233 0.2220 0.132
H -30.708 3.365 -8.268 0.2268 0.2320 -0.4350 0.131
H -31.184 3.764 -6.033 -0.2916 0.0139 -0.0867 0.119
C -22.051 4.721 -6.215 2.1272 -1.0020 -0.3422 0.053
N -21.519 3.590 -7.103 -0.3393 -0.4319 -0.7798 -0.320
C -20.241 2.960 -6.480 -1.8276 0.1923 -0.4350 0.063
C -22.636 2.559 -7.145 0.4451 -0.2411 0.7151 0.000
C -21.219 4.057 -8.569 -0.1121 1.8262 0.3594 -0.051
C -20.325 5.359 -8.742 0.0770 0.1503 -0.3466 -0.194
O -21.059 6.593 -8.730 -0.4135 -1.6457 0.2925 -0.037
H -22.249 4.206 -5.275 -0.4754 0.3714 -0.0621 0.068
H -22.881 5.263 -6.669 0.2710 -0.1108 0.0572 0.124
H -21.129 5.285 -6.077 -0.5967 0.8513 0.1302 0.113
H -19.443 3.695 -6.378 -0.0659 -0.1568 -0.4261 0.118
H -20.061 2.108 -7.135 0.6375 0.2015 0.1644 0.101
H -20.527 2.593 -5.494 0.0623 0.0381 -0.0380 0.077
H -22.748 2.092 -6.167 0.2505 0.2096 0.2110 0.082
H -22.424 1.715 -7.800 -0.0023 0.4739 -0.4519 0.091
H -23.595 3.050 -7.310 0.2692 -0.0110 -0.5692 0.093
H -22.189 4.280 -9.012 -0.1665 0.2592 0.2385 0.127
H -20.857 3.242 -9.195 0.4773 -0.2566 0.6633 0.124
H -19.838 5.283 -9.715 -0.4436 -0.3055 -0.4364 0.132
H -19.420 5.387 -8.136 -0.2623 -0.1109 0.7695 0.125
H -20.641 7.283 -8.208 0.3578 0.0016 0.0509 0.108
C -22.251 2.057 -0.209 0.1836 -0.0314 -0.2022 0.028
N -21.544 2.861 -1.276 1.0771 -0.5532 -0.1292 -0.304
C -20.838 3.984 -0.526 -1.1410 0.5288 -0.6522 0.035
C -20.428 1.987 -1.915 -0.5321 -0.3986 -0.5683 0.026
C -22.528 3.443 -2.311 -0.2509 -1.2073 0.4671 -0.075
C -22.914 2.482 -3.394 -0.4163 -2.1859 -0.6452 -0.251
O -23.455 1.214 -2.952 0.8404 1.2595 1.5120 -0.075
H -21.405 1.586 0.292 -0.5296 -0.0307 0.6165 0.121
H -22.949 1.307 -0.582 0.3799 0.1101 -0.4718 0.093
H -22.819 2.761 0.399 0.3156 -0.1317 0.2445 0.117
H -21.647 4.547 -0.061 0.2091 0.1547 0.1540 0.116
H -20.390 4.621 -1.289 0.4359 -0.1036 0.3260 0.115
H -20.163 3.610 0.244 0.0249 -0.1115 -0.3681 0.130
H -20.765 0.976 -2.143 -0.9680 0.3527 -0.5888 0.087
H -19.570 1.665 -1.325 -0.1299 1.2617 1.0433 0.124
H -20.034 2.502 -2.792 -0.1641 -0.0173 0.0660 0.100
H -22.153 4.332 -2.818 0.3958 0.0529 0.4722 0.139
H -23.490 3.672 -1.852 0.4389 0.3401 0.8342 0.144
H -22.046 2.221 -4.000 0.0948 0.3193 -0.3420 0.080
H -23.685 2.985 -3.976 0.1226 0.2031 -0.3227 0.124
H -23.905 0.728 -3.647 -0.1290 0.3724 -0.5324 0.037
C -27.349 0.012 -10.303 1.2560 -0.7523 0.5640 0.012
N -26.978 -1.472 -10.435 0.0186 2.2808 -0.7391 -0.298
C -28.244 -2.112 -11.024 0.4384 -0.9610 -0.1435 0.038
C -25.675 -1.579 -11.324 -1.9962 -0.7199 0.2028 0.060
C -26.575 -2.086 -9.121 -1.3958 -1.8402 0.5521 -0.099
C -27.638 -2.196 -7.992 -0.5764 1.3089 -0.7681 -0.199
O -28.845 -2.817 -8.434 0.7812 0.0624 0.1531 -0.043
H -26.578 0.457 -9.673 0.0912 0.1585 -0.0349 0.084
H -28.296 0.115 -9.774 -0.0129 -0.1203 -0.4243 0.096
H -27.304 0.444 -11.303 -0.4538 -0.0018 0.1658 0.116
H -29.123 -1.767 -10.480 0.4809 -0.3472 0.2978 0.104
H -28.071 -3.184 -10.929 -0.5061 0.0299 0.0458 0.118
H -28.484 -1.907 -12.068 0.9710 0.4615 -0.1665 0.126
H -25.762 -0.991 -12.238 -0.2464 0.0564 0.1976 0.114
H -25.682 -2.636 -11.587 0.5284 0.0636 -0.0716 0.116
H -24.803 -1.283 -10.740 -0.3068 -0.0369 0.0604 0.071
H -25.636 -1.666 -8.761 -0.2653 0.2445 -0.0080 0.110
H -26.444 -3.142 -9.359 0.5737 -0.0765 -0.3148 0.143
H -27.928 -1.191 -7.686 0.4043 0.2398 0.4006 0.109
H -27.234 -2.726 -7.130 0.3862 0.1192 -0.2184 0.094
H -29.496 -2.478 -7.815 -0.5267 -0.4166 -0.0740 0.107
B -25.443 -0.196 -5.980 -0.0632 -0.2416 -1.0655 -1.478
F -25.961 0.658 -6.909 -1.9495 1.5837 -1.3458 0.144
F -26.312 -1.161 -5.557 -0.7391 -0.2799 0.7928 0.170
F -24.441 -0.809 -6.696 2.2063 -1.3355 -0.3489 0.130
F -24.953 0.605 -4.984 0.6003 0.4149 1.5242 0.149
```
Forces are in eV/Å.

Calculated values
Electronic energy   -80540.1528 eV
Net charge   +6
E_LUMO   -14.9 eV
Max |F|   0.177 Eh/bohr
HOMO energy   -22.23 eV